(one)
The following is a quantum chemistry calculation of a single C7H9N molecule, from the Open Molecules 2025 dataset.

## Properties
**LUMO**: 1.07 eV
**SMILES**: C1=C[C@H]2C=C[C@@H]1CN2
**Spin multiplicity**: 1
**Orbital gap**: 9.5 eV
**Net charge**: 0

Cartesian coordinates (Å):
C1 0.436 -0.593 -1.417
C2 1.225 -1.002 -0.406
C3 0.708 -0.524 0.930
C4 -0.801 -0.931 1.133
C5 -1.590 -0.575 0.152
C6 -0.805 0.235 -0.884
C7 -0.166 1.514 -0.059
N1 0.774 0.926 0.846
H1 0.673 -0.669 -2.501
H2 2.338 -1.431 -0.426
H3 1.250 -0.807 1.854
H4 -1.154 -1.403 2.183
H5 -2.667 -0.602 0.175
H6 -1.311 0.654 -1.757
H7 -0.929 2.136 0.427
H8 0.330 1.931 -0.896
H9 1.690 1.141 0.646

(two)
The following is a quantum chemistry calculation of a single C7H9N molecule, from the Open Molecules 2025 dataset.

## Properties
**LUMO**: 0.88 eV
**SMILES**: CC1=C[C@H]2N[C@@H]2C=C1
**Spin multiplicity**: 1
**Orbital gap**: 9.0 eV
**Net charge**: 0

Cartesian coordinates (Å):
C1 0.087 2.467 0.146
C2 0.064 0.989 -0.111
C3 0.833 0.168 0.662
C4 1.025 -1.270 0.072
N1 0.809 -2.662 0.381
C5 -0.404 -1.837 0.105
C6 -1.182 -1.060 -0.998
C7 -0.896 0.282 -1.065
H1 -0.772 2.742 0.945
H2 1.196 2.611 0.545
H3 -0.051 3.143 -0.895
H4 1.235 0.618 1.823
H5 1.709 -1.160 -0.908
H6 0.540 -3.138 1.364
H7 -0.787 -1.237 1.028
H8 -1.983 -1.610 -1.410
H9 -1.423 0.954 -1.683

Which of them is the least stable? Correct choice: (two).

(one)
The following is a quantum chemistry calculation of a molecular structure, C7H9N, from the Open Molecules 2025 dataset.

## Properties
**LUMO**: 1.11 eV
**Spin multiplicity**: 1
**Orbital gap**: 9.9 eV
**Net charge**: 0

Cartesian coordinates (Å):
C1 1.525 0.047 0.637
C2 -1.077 0.044 0.791
C3 -1.256 0.212 -0.740
C4 -1.015 1.364 0.150
C5 0.188 -0.758 0.916
C6 1.310 -0.473 -0.747
C7 -0.053 -0.515 -1.228
H1 1.481 1.135 0.753
H2 2.400 -0.289 1.176
H3 -1.936 -0.318 1.329
H4 -2.204 0.049 -1.257
H5 -1.875 1.977 0.393
H6 -0.086 1.894 0.011
H7 0.214 -1.359 1.847
H8 2.128 -0.583 -1.475
H9 -0.196 -0.895 -2.239
N1 0.451 -1.529 -0.319

(two)
The following is a quantum chemistry calculation of a molecular structure, C7H9N, from the Open Molecules 2025 dataset.

## Properties
**LUMO**: 1.01 eV
**Spin multiplicity**: 1
**Orbital gap**: 9.8 eV
**Net charge**: 0

Cartesian coordinates (Å):
C1 -0.925 -2.252 -1.094
C2 -0.227 -1.260 -0.518
C3 -0.231 0.176 -0.743
C4 -0.626 1.169 0.607
C5 1.134 0.891 -0.263
C6 1.332 0.340 1.109
C7 0.202 0.574 1.772
H1 -0.930 -3.326 -0.783
H2 -1.667 -2.015 -1.842
H3 0.290 -1.484 0.410
H4 -0.749 0.622 -1.644
H5 -1.687 1.463 0.791
H6 -0.241 2.428 -0.817
H7 2.063 0.958 -0.837
H8 2.103 -0.436 1.163
H9 -0.167 0.031 2.637
N1 0.326 2.121 0.051

(three)
The following is a quantum chemistry calculation of a molecular structure, C7H9N, from the Open Molecules 2025 dataset.

## Properties
**LUMO**: 0.98 eV
**Spin multiplicity**: 1
**Orbital gap**: 9.6 eV
**Net charge**: 0

Cartesian coordinates (Å):
C1 -0.468 0.780 -1.898
C2 0.019 0.296 -0.505
C3 -0.284 -1.080 0.934
C4 1.296 -0.999 0.886
C5 1.450 -0.142 -0.019
C6 -0.660 0.165 1.598
C7 -0.434 1.069 0.675
H1 0.224 1.762 -2.193
H2 0.275 0.077 -2.445
H3 -1.554 0.840 -2.070
H4 -1.660 -1.250 -0.505
H5 -1.048 -1.956 1.479
H6 2.217 -1.623 1.258
H7 2.191 0.670 -0.180
H8 -0.646 0.185 2.778
H9 -0.395 2.304 0.595
N1 -0.522 -1.096 -0.388

Which of them is the least stable? Correct choice: (three).

(one)
The following is a quantum chemistry calculation of a single C2H5NOS molecule, from the Open Molecules 2025 dataset.

## Properties
**LUMO**: 0.49 eV
**SMILES**: NC(=S)CO
**Spin multiplicity**: 1
**Orbital gap**: 9.0 eV
**Net charge**: 0

Cartesian coordinates (Å):
N1 0.203 1.385 0.096
C1 -0.179 0.101 0.069
S1 -1.727 -0.281 -0.075
C2 0.924 -0.872 0.206
O1 2.186 -0.214 -0.145
H1 1.198 1.442 0.382
H2 -0.558 2.131 -0.058
H3 0.962 -1.054 1.327
H4 0.711 -1.712 -0.501
H5 1.934 0.335 -1.115

(two)
The following is a quantum chemistry calculation of a single C2H5NOS molecule, from the Open Molecules 2025 dataset.

## Properties
**LUMO**: 0.84 eV
**SMILES**: CO/C=N\S
**Spin multiplicity**: 1
**Orbital gap**: 9.2 eV
**Net charge**: 0

Cartesian coordinates (Å):
C1 -1.551 -0.309 0.011
O1 -0.093 -0.326 -0.078
C2 0.600 0.854 -0.025
N1 1.883 0.882 0.036
S1 2.945 -0.333 -0.023
H1 -1.839 -1.361 -0.015
H2 -2.076 0.156 -0.834
H3 -1.828 0.132 1.068
H4 -0.152 1.741 -0.202
H5 2.111 -1.435 0.063

Which of them is the least stable? Correct choice: (two).